# 1
The following is a DFT calculation (ωB97M-V/def2-TZVPD) of an isolated molecule of C5H10O2.

energy relative to the best compared isomer or geometry (same formula, charge and spin) = 60.4 kcal per mole
frontier orbital gap = 10.750 eV
E_HOMO = -9.8 eV
SMILES = CO[C@H]1C[C@H]1CO
LUMO level = 0.99 eV
largest force on an atom = 0.30 eV/Å

The geometry in ORCA input format:
```
! RIJCOSX wB97M-V def2-TZVPD def2/J DEFGRID3
* xyz 0 1
C 1.992 0.816 0.091
O 1.158 0.011 -0.712
C 0.414 -0.985 -0.068
C -0.207 -0.784 1.285
C -1.061 -0.733 0.050
C -1.560 0.595 -0.463
O -1.768 0.546 -1.861
H 2.756 0.230 0.614
H 1.415 1.385 0.833
H 2.476 1.526 -0.585
H 0.748 -1.988 -0.330
H -0.284 -1.661 1.920
H -0.021 0.143 1.821
H -1.742 -1.558 -0.145
H -2.517 0.834 -0.001
H -0.856 1.400 -0.206
H -0.942 0.224 -2.242
*
```



# 2
The following is a DFT calculation (ωB97M-V/def2-TZVPD) of a structure of composition C8H10N4O in a non-equilibrium geometry.

energy relative to the best compared isomer or geometry (same formula, charge and spin) = 149.5 kcal per mole
frontier orbital gap (spin up / spin down) = 5.542 / 4.562 eV
E_HOMO (spin up / spin down) = -16.5 / -16.5 eV
LUMO level (spin up / spin down) = -10.98 / -11.96 eV
largest force on an atom = 3.28 eV/Å

The geometry in ORCA input format:
```
! RIJCOSX wB97M-V def2-TZVPD def2/J DEFGRID3
* xyz 2 1
C 1.614 1.964 -1.230
C 0.421 2.606 -0.977
C 1.822 0.611 -0.794
C -0.611 1.869 -0.353
C 0.902 -0.083 -0.021
C -0.328 0.630 0.292
C -1.369 -0.153 1.228
C -4.249 -1.294 -0.784
N -3.553 0.249 1.023
N -3.199 -0.564 0.091
N -2.533 0.554 1.747
N -1.873 -0.861 0.164
O -3.955 -1.848 -1.791
H 2.470 2.245 -1.886
H 0.049 3.510 -1.284
H 2.823 0.361 -1.129
H -1.546 2.367 -0.382
H 0.908 -1.046 0.515
H -0.697 -0.584 2.064
H 10.328 -4.770 0.616
H 10.382 -5.534 0.489
H -5.182 -1.104 -0.299
H -2.624 0.877 2.701
*
```



# 3
The following is a DFT calculation (ωB97M-V/def2-TZVPD) of an isolated molecule of C4H6N2.

energy relative to the best compared isomer or geometry (same formula, charge and spin) = 57.4 kcal per mole
frontier orbital gap = 9.026 eV
E_HOMO = -8.1 eV
LUMO level = 0.93 eV
largest force on an atom = 0.54 eV/Å

The geometry in ORCA input format:
```
! RIJCOSX wB97M-V def2-TZVPD def2/J DEFGRID3
* xyz 0 1
N 1.268 0.853 1.167
C 0.384 0.202 0.310
C 0.624 -0.758 -0.595
N -0.622 -1.085 -1.217
C -1.705 -0.459 -0.774
C -1.072 0.561 0.150
H 2.151 0.369 1.275
H 0.874 1.056 2.077
H 1.542 -1.257 -0.878
H -0.672 -1.762 -1.965
H -1.144 1.388 -0.580
H -1.628 0.890 1.032
*
```



# 4
The following is a DFT calculation (ωB97M-V/def2-TZVPD) of a structure of composition C24H47Al2Cl6FN3O11PS in a non-equilibrium geometry.

frontier orbital gap = 1.099 eV
E_HOMO = -12.1 eV
LUMO level = -11.05 eV
largest force on an atom = 4.96 eV/Å

The geometry in ORCA input format:
```
! RIJCOSX wB97M-V def2-TZVPD def2/J DEFGRID3
* xyz 2 1
C 1.268 -1.262 1.068
C 1.964 -0.610 2.244
C 1.278 0.660 2.724
C 0.830 1.573 1.612
O -0.622 1.758 1.662
O -1.010 2.097 0.274
C -1.841 1.142 -0.102
O -1.409 0.015 -0.316
N -3.148 1.398 -0.215
P -3.939 0.468 0.907
C -3.826 1.359 2.559
O -2.897 -0.890 1.056
H 0.227 -1.369 1.315
H 1.738 -2.208 0.911
H 1.415 -0.704 0.172
H 2.987 -0.371 2.035
H 1.964 -1.330 3.044
H 0.437 0.353 3.317
H 1.968 1.185 3.347
H 1.280 2.541 1.788
H 1.132 1.248 0.643
H -3.580 1.270 -1.284
H -3.962 0.596 3.315
H -2.844 1.834 2.700
H -4.580 2.115 2.649
H -3.324 -1.471 1.713
O -5.351 0.311 -3.765
S -4.186 0.047 -3.001
O -3.538 1.290 -2.485
O -3.196 -0.814 -3.634
O -4.644 -0.756 -1.723
Cl -3.424 -3.928 1.128
C -1.762 -4.501 1.502
C -1.648 -4.923 2.943
Cl -1.765 -3.517 4.049
H -1.053 -3.709 1.263
H -1.563 -5.344 0.841
H -0.685 -5.393 3.124
H -2.427 -5.631 3.208
Al -3.039 -1.140 -0.861
F -4.981 -2.481 0.073
C 3.014 -4.508 2.671
C 1.914 -4.684 1.486
O 1.341 -5.794 1.723
H 3.738 -5.313 2.652
H 3.529 -3.562 2.496
H 2.533 -4.477 3.642
H 2.496 -4.589 0.543
H 1.298 -3.763 1.516
C 1.541 6.061 1.387
C 1.814 5.502 2.763
O 1.959 4.293 2.960
N 1.898 6.371 3.782
C 1.758 7.823 3.746
H 1.503 5.245 0.674
H 0.584 6.583 1.370
H 2.334 6.745 1.089
H 2.083 5.933 4.670
H 2.675 8.282 4.112
H 0.935 8.122 4.394
H 1.562 8.176 2.742
C -6.869 -8.630 2.240
C -5.850 -7.823 1.800
C -5.960 -6.433 1.923
C -7.106 -5.861 2.505
C -8.123 -6.669 2.948
C -8.016 -8.058 2.817
H -6.791 -9.703 2.145
H -4.966 -8.260 1.358
H -5.163 -5.794 1.571
H -7.184 -4.788 2.600
H -9.005 -6.236 3.396
H -8.819 -8.694 3.160
C 3.160 0.852 -2.531
Cl 3.465 2.583 -2.603
Cl 4.081 0.144 -1.197
Cl 1.426 0.573 -2.251
Cl 3.637 0.110 -4.039
C 4.063 3.133 -7.098
C 4.814 3.402 -5.798
C 5.427 4.818 -5.719
O 6.596 4.991 -6.467
C 6.403 5.268 -7.845
N 5.821 2.365 -5.608
H 4.736 2.961 -7.936
H 3.445 2.242 -6.997
H 3.406 3.965 -7.351
H 4.090 3.319 -4.982
H 5.719 4.999 -4.681
H 4.685 5.584 -5.978
H 5.511 5.875 -8.015
H 6.345 4.343 -8.424
H 7.272 5.822 -8.193
H 6.256 2.482 -4.696
H 6.578 2.543 -6.260
Al -1.835 1.219 3.993
*
```



# 5
The following is a DFT calculation (ωB97M-V/def2-TZVPD) of a structure of composition C5H8N2O in a non-equilibrium geometry.

energy relative to the best compared isomer or geometry (same formula, charge and spin) = 211.0 kcal per mole
frontier orbital gap = 8.780 eV
E_HOMO = -8.7 eV
LUMO level = 0.06 eV
largest force on an atom = 6.39 eV/Å

The geometry in ORCA input format:
```
! RIJCOSX wB97M-V def2-TZVPD def2/J DEFGRID3
* xyz 0 1
C -0.274 0.601 2.152
C -0.295 1.349 0.603
C -1.404 0.582 0.095
C -0.832 -0.399 -0.709
C 0.527 0.055 -0.819
H 0.830 0.532 2.848
H -1.062 0.734 2.851
H -0.775 -0.702 1.357
H -0.175 2.576 0.697
H -2.434 0.415 0.592
H -1.351 -1.087 -1.397
H 2.332 -0.770 -1.376
H 1.622 -2.453 -3.000
N 1.378 -0.514 -1.825
N 0.929 1.002 -0.084
O 0.987 -1.923 -1.985
*
```



# 6
The following is a DFT calculation (ωB97M-V/def2-TZVPD) of a cluster of 3 separate species, H6O3 in total.

energy relative to the best compared isomer or geometry (same formula, charge and spin) = 11.1 kcal per mole
frontier orbital gap = 11.147 eV
E_HOMO = -10.8 eV
SMILES = O.O.O
LUMO level = 0.34 eV
largest force on an atom = 0.29 eV/Å

The geometry in ORCA input format:
```
! RIJCOSX wB97M-V def2-TZVPD def2/J DEFGRID3
* xyz 0 1
O -6.580 1.663 11.225
H -6.327 0.751 11.062
H -7.469 1.611 11.607
O -12.818 2.415 11.942
H -13.723 2.088 11.922
H -12.491 2.164 12.811
O -9.406 1.809 11.872
H -10.289 1.430 11.819
H -9.422 2.392 12.638
*
```